132
Properties=species:S:1:pos:R:3:forces:R:3:lowdin_charge:R:1 method="wB97M-V/def2-TZVPD" homo_lumo_gap_ev=6.77
Br 4.949449 -1.876175 0.552615 -0.01 0.91 -0.33 0.524
S -3.670982 1.955802 1.754767 -3.07 4.92 2.46 0.784
P -1.008982 0.811280 3.848398 -1.85 -1.05 0.73 0.881
F -5.338858 0.183472 0.387755 3.89 0.24 1.74 0.067
F -3.748289 -0.714908 1.884547 -1.09 2.33 -2.74 0.051
F -3.069388 0.186490 -0.130027 -2.67 -0.02 2.42 0.055
O -4.000158 1.963500 3.217333 1.46 -1.22 -3.63 -0.352
O 2.547968 1.605272 3.620521 -1.26 1.16 -4.23 0.075
O -4.543159 2.972671 1.050135 2.67 -2.99 0.50 -0.353
O 3.076163 4.079650 -0.352984 -1.28 -3.11 2.88 0.068
O -0.537966 -0.802268 3.406598 -0.58 1.49 0.75 -0.335
N -11.039720 3.103337 3.821998 3.07 0.73 -2.09 0.134
N 0.159477 2.611644 -3.070173 3.05 0.70 -2.32 0.141
N 5.071332 -1.653046 -3.083500 1.31 -0.40 -3.55 0.141
N 3.046185 2.270439 1.336913 0.94 2.10 0.80 0.006
N 0.046854 1.257822 5.190594 0.80 -0.70 -2.03 -0.190
N 2.688328 1.314970 -7.287833 -3.55 0.37 -1.44 0.162
N -8.481587 -3.473553 4.484052 -1.17 3.61 0.02 0.123
N 7.084150 0.139659 4.029393 2.77 -2.68 -1.39 0.143
N -8.311167 -4.759979 -3.590513 1.25 0.67 3.53 0.125
N 9.290036 -4.944197 7.482154 -4.27 -2.57 0.03 0.134
C 2.170195 1.963209 2.487739 -0.11 0.09 0.21 -0.266
C 5.492131 -1.813606 -4.175690 -0.73 0.22 2.62 -0.194
C -7.664602 -0.249694 2.750059 0.05 0.04 -0.05 -0.113
C -9.323715 -0.926598 4.558471 0.19 -0.76 -0.28 -0.177
C 2.456652 4.603660 -4.828682 -0.11 0.33 -0.04 -0.258
C -1.882065 2.361094 1.395162 3.29 0.70 -1.38 -0.209
C 0.732373 2.272273 1.874762 -2.98 1.40 -2.38 -0.004
C 0.973049 2.883661 -10.234905 0.01 0.04 -0.07 -0.111
C -7.892997 -2.964661 -0.601367 -0.04 0.37 0.01 -0.269
C -7.395179 -1.808316 -1.462488 -0.01 0.07 0.00 -0.114
C 8.031388 -8.293343 6.321381 0.03 -0.08 -0.03 -0.114
C 6.968194 -6.312300 7.516840 0.81 0.20 0.10 -0.186
C -7.914460 -4.571134 -2.494086 -0.77 -0.71 -2.53 -0.211
C 7.253453 -7.815671 7.543089 0.14 -0.32 -0.11 -0.273
C 1.259491 5.170507 -5.584822 -0.01 0.08 -0.02 -0.108
C 6.023611 -2.015609 -5.565873 -0.43 0.30 0.63 -0.185
C 4.514468 2.327438 1.591638 1.87 -0.83 0.40 -0.143
C -4.024142 0.301656 0.924585 0.60 -2.33 -1.03 -0.417
C -7.411012 -4.328862 -1.099733 -0.49 0.04 -0.69 -0.184
C -10.081728 3.323785 3.166413 -2.14 -0.75 1.48 -0.222
C 8.340757 -3.017841 3.093862 -0.16 -0.32 0.17 -0.268
C 7.883540 -0.626706 3.609901 -1.74 2.09 1.02 -0.191
C 8.905282 -1.595358 3.075186 -0.78 0.35 0.24 -0.177
C -9.941407 5.676784 1.318949 -0.03 0.07 -0.02 -0.114
C 1.118101 2.827881 -3.727835 -2.08 -0.80 1.52 -0.172
C 3.675300 -1.973779 -6.550806 -0.08 -0.02 -0.07 -0.122
C -9.124367 -0.274740 3.188940 0.18 0.14 -0.33 -0.259
C -0.701830 1.873994 2.308396 2.13 1.66 -3.09 -0.212
C 5.076904 -1.374206 -6.583880 -0.31 0.11 -0.14 -0.278
C 5.156608 0.852178 1.536867 0.19 -0.06 -0.23 -0.285
C 4.926668 0.091976 0.138726 0.26 0.54 0.31 -0.561
C 0.937251 3.104914 0.580190 -2.28 -0.82 1.27 0.005
C -0.213766 3.588997 -0.323312 -0.46 -1.98 3.35 0.019
C -8.744224 5.108087 2.073586 -0.09 0.35 -0.13 -0.267
C 1.581061 1.443103 -7.681267 2.43 -0.36 1.09 -0.177
C 0.174576 1.605923 -8.181862 0.78 -0.22 0.01 -0.169
C -1.659095 3.209068 0.094622 2.91 -1.31 2.08 0.016
C -8.863211 3.604648 2.332809 -0.61 0.10 0.57 -0.188
C 0.172480 1.696458 -9.709745 0.11 0.14 -0.35 -0.267
C 2.335679 3.101376 -4.562992 -0.65 0.14 0.54 -0.177
C 7.971443 -3.490107 4.496115 0.03 0.00 0.05 -0.120
C -8.852703 -2.352475 4.518204 0.78 -2.62 0.22 -0.211
C 8.260198 -5.546950 7.492047 3.23 2.22 0.02 -0.204
C 2.512893 3.279037 0.423844 -1.44 0.56 -1.21 -0.298
H 6.398855 -6.021955 8.403429 0.13 0.13 -0.10 0.115
H 2.256542 2.550227 -5.503940 -0.03 0.05 0.32 0.051
H 7.455749 -3.071451 2.456543 0.07 0.10 -0.09 0.083
H 0.582825 0.775515 -10.136076 -0.11 0.02 0.12 0.113
H -10.381230 -0.907585 4.833637 0.13 -0.12 0.06 0.116
H -9.712151 -0.808836 2.435166 -0.05 0.04 0.15 0.114
H 8.186551 -9.373913 6.368812 -0.04 0.09 -0.04 0.072
H -6.318460 -4.373375 -1.100884 -0.10 -0.04 -0.12 0.117
H 0.582175 3.826045 -9.839055 0.05 -0.06 -0.04 0.076
H 5.494072 -1.500141 -7.587342 0.10 0.01 0.12 0.108
H 5.073842 2.977255 0.822994 -1.42 -0.86 1.00 0.137
H -8.940881 3.057212 1.389249 -0.09 -0.02 0.12 0.118
H 1.128634 4.665162 -6.547072 0.00 0.04 0.05 0.062
H -0.259387 2.508701 -7.742690 0.14 -0.07 0.06 0.115
H -1.293990 -1.341949 3.752673 0.96 0.65 -0.53 0.043
H -9.799833 6.743927 1.131510 -0.01 -0.10 -0.03 0.073
H 9.809585 -1.533583 3.686899 -0.14 0.11 0.02 0.117
H 7.180591 -2.872049 4.929634 0.08 0.01 -0.03 0.073
H 9.082303 -3.702843 2.672244 0.02 0.17 -0.04 0.110
H -7.781542 -5.120936 -0.444136 0.04 -0.02 -0.19 0.115
H 6.297127 0.962432 1.671305 -1.91 -0.18 0.03 0.097
H -7.546967 -2.817745 0.426129 -0.03 -0.15 -0.05 0.100
H -8.764156 -0.385862 5.326650 0.00 -0.15 -0.03 0.119
H -0.012698 4.175099 -1.279577 -0.35 -1.00 1.70 0.089
H 9.018003 -7.826359 6.263931 -0.10 0.03 0.00 0.070
H 0.919719 2.924819 -11.325380 -0.02 0.04 0.10 0.074
H -8.987301 -2.944072 -0.578265 0.10 -0.12 0.05 0.113
H 3.190747 -1.812803 -5.584329 0.08 -0.04 -0.03 0.071
H 8.835353 -3.462707 5.166419 -0.11 -0.04 -0.03 0.060
H 2.563897 5.140554 -3.880545 0.08 -0.12 -0.06 0.110
H -0.860123 1.780721 -10.060354 0.04 -0.08 0.15 0.111
H 0.334158 5.065393 -5.012069 0.06 -0.06 -0.04 0.069
H 3.915701 0.318122 -0.343447 1.53 -0.42 0.67 0.065
H -8.638547 5.640690 3.024072 0.07 -0.14 -0.05 0.114
H 3.221103 2.741150 -4.032848 -0.19 -0.10 0.04 0.120
H -7.261044 -1.259635 2.637382 -0.01 0.05 0.08 0.064
H 7.599814 -4.517534 4.462935 0.08 0.05 0.02 0.065
H 9.166943 -1.308715 2.053305 -0.08 0.14 0.13 0.112
H -7.835675 5.299132 1.495305 0.00 -0.15 0.12 0.110
H 0.505359 2.163025 4.996878 -0.12 -0.60 0.26 0.027
H 3.044961 -1.506553 -7.311200 0.08 -0.05 0.07 0.050
H 0.804817 0.538332 5.178769 -0.43 0.89 0.16 0.037
H 7.818939 -8.069820 8.445276 -0.12 0.10 -0.03 0.112
H 4.751074 0.195785 2.395950 0.66 1.23 -1.39 0.083
H -10.866898 5.568001 1.890349 0.07 -0.06 -0.04 0.070
H 3.364778 4.791051 -5.408756 -0.02 -0.14 0.10 0.112
H 2.029608 2.808692 -9.964639 -0.08 0.01 0.04 0.070
H 4.766031 2.757943 2.635829 -0.70 -0.66 -1.64 0.143
H 1.402011 6.236655 -5.777306 -0.02 -0.10 -0.04 0.074
H -7.563236 0.249137 1.782839 0.00 0.00 0.09 0.059
H -2.546388 3.508917 -0.549965 1.33 -0.48 1.12 0.112
H -7.772070 -1.876352 -2.486295 0.06 -0.06 0.06 0.071
H -10.070984 5.175909 0.354663 -0.02 0.05 0.07 0.077
H 6.125766 -3.087259 -5.757855 -0.03 0.07 0.15 0.116
H -7.977505 3.243557 2.862413 -0.15 -0.09 0.00 0.114
H -7.047761 0.288964 3.476370 0.02 -0.05 -0.08 0.082
H 5.799676 0.254851 -0.593908 -1.61 -0.23 1.11 0.067
H -7.739182 -0.855068 -1.053192 0.08 -0.06 -0.01 0.066
H 6.304728 -8.357793 7.594955 0.01 0.15 0.06 0.108
H 3.704533 -3.050190 -6.746622 -0.02 0.06 0.04 0.076
H -6.301667 -1.788868 -1.498368 -0.09 0.03 -0.02 0.072
H 6.378837 -6.048377 6.634294 0.13 0.08 0.05 0.113
H -0.421398 0.750158 -7.854730 0.17 0.07 0.13 0.119
H 5.006286 -0.297815 -6.397595 0.08 -0.11 -0.03 0.096
H 7.015719 -1.562638 -5.637665 -0.07 -0.08 0.17 0.112
H -9.502016 0.751117 3.223417 -0.10 -0.18 0.13 0.073
H 7.488932 -8.067409 5.398199 0.06 -0.03 0.05 0.076

122
Properties=species:S:1:pos:R:3:forces:R:3:lowdin_charge:R:1 method="wB97M-V/def2-TZVPD" homo_lumo_gap_ev=8.40 e_above_lowest_kcal_mol=0.0
N 4.664258 -0.785481 1.607032 0.41 0.36 -0.65 0.032
N 2.073321 5.148524 1.388783 -1.03 0.38 1.06 0.022
N 4.393289 3.888290 -0.577592 -0.10 0.19 -0.08 -0.006
N 0.778849 1.201500 -4.866919 0.07 -0.04 0.08 0.152
N -3.491011 2.979047 1.343165 0.63 -0.13 -0.09 0.185
N -1.025246 3.024486 -2.092075 0.28 0.11 0.06 0.197
N -6.698601 -1.872909 4.304071 0.10 -0.03 -0.10 0.140
N -1.114641 -4.956124 3.608832 0.07 0.01 0.04 0.152
N -0.564642 -3.940937 -3.184485 -0.14 0.30 -0.66 0.024
N -2.141930 -0.846577 -1.084095 0.01 0.12 0.10 0.177
N 2.035216 0.154125 4.059620 0.67 -0.17 0.20 0.032
C 1.339081 -0.300686 -0.207134 -0.30 -0.65 1.33 -0.075
C 1.076873 4.360427 0.924420 -0.26 -1.52 -1.75 -0.180
C 3.378189 0.295328 4.339570 -0.76 0.09 -0.12 -0.139
C -2.138355 2.880901 -2.321414 -0.53 -0.51 0.20 -0.207
C -0.429502 -4.250407 3.016223 -0.10 0.19 -0.37 -0.236
C -0.033683 -4.294636 -4.402333 -0.06 -0.46 -0.06 -0.172
C 5.018832 -2.023725 2.067943 0.05 0.35 -0.12 -0.149
C -3.150491 -0.757170 3.016774 -0.10 -0.06 0.54 -0.090
C 2.563344 -4.194094 3.426040 -0.28 -0.66 0.40 -0.104
C -1.682784 -3.185822 -3.416223 -0.85 0.09 0.28 -0.158
C -3.559037 -2.184894 2.668636 0.50 0.35 -1.41 -0.248
C 1.633605 1.161754 3.246829 -0.70 0.24 -0.47 -0.126
C 0.429837 -3.334696 2.238926 -0.23 -0.51 0.12 -0.191
C 3.410666 4.092944 -2.538215 0.74 0.62 -0.86 -0.106
C 0.625338 1.044804 -0.144220 0.22 -0.13 0.05 -0.252
C -1.566678 -0.060929 -0.470821 0.18 -0.05 0.51 -0.205
C 5.166546 -2.011112 -0.159052 0.15 1.01 -1.03 -0.119
C -2.936675 0.783747 -4.178411 0.08 -0.06 -0.35 -0.113
C 4.329875 4.684016 -1.697576 -1.01 0.12 0.47 -0.128
C 2.981722 2.884379 -1.986985 0.38 -0.48 1.49 -0.093
C 1.691707 5.580751 2.654418 0.50 -0.11 -0.53 -0.130
C -0.847014 -3.806653 -5.386224 0.23 0.09 -0.24 -0.118
C -5.038572 -2.440854 2.373490 -0.23 -1.11 0.27 -0.189
C -6.541400 1.346186 1.455212 -1.10 0.57 -0.67 -0.241
C 4.814150 -0.728605 0.228822 -0.39 -0.97 1.06 -0.121
C 0.092097 4.144120 1.852887 1.32 1.27 0.05 -0.086
C -4.616642 2.877079 1.518581 -0.60 0.23 0.16 -0.218
C 5.363752 -2.791828 0.975953 -0.56 -0.50 0.80 -0.124
C -6.042005 0.749701 0.130526 0.01 0.23 0.26 -0.100
C -5.970585 -2.132274 3.453145 -0.10 0.44 0.17 -0.238
C 1.501764 -1.222492 -4.267767 -0.07 -0.74 0.17 -0.200
C -0.826744 0.942570 0.340089 -0.73 -0.47 -1.17 -0.181
C 1.844229 -3.909203 2.117212 0.40 0.29 -0.34 -0.251
C -3.980233 1.372825 -3.208055 0.58 -1.16 -1.31 -0.248
C -1.895552 -3.077358 -4.762275 0.47 -0.27 0.08 -0.101
C 2.972542 -1.536769 -3.901669 -1.03 0.24 1.14 -0.220
C 2.689640 1.992985 2.998141 0.33 -0.23 -0.04 -0.090
C 3.581323 2.804114 -0.725348 -0.16 -0.22 -0.75 -0.156
C 3.077175 -3.008853 -3.477479 0.38 -0.06 -1.44 -0.108
C 3.793480 1.432661 3.688092 0.71 -0.37 0.21 -0.134
C 1.121044 0.138125 -4.595665 0.31 0.42 -0.26 -0.226
C -6.074913 2.782829 1.691443 0.84 0.24 0.06 -0.176
C -3.565205 2.726733 -2.651095 -0.02 0.70 0.32 -0.170
C 0.504459 4.971920 2.939090 -0.74 -0.30 1.04 -0.119
H 5.276887 -2.386227 -1.162263 0.13 0.25 -0.15 0.079
H -6.492890 3.519457 1.001899 -0.20 -0.27 -0.18 0.123
H 2.218340 -5.130903 3.873581 -0.06 -0.06 -0.18 0.075
H -2.088837 -0.576212 2.834986 0.02 -0.25 0.00 0.046
H 2.298478 -3.348001 -2.798424 0.06 0.31 0.25 0.060
H 0.850366 -1.493255 -3.429815 0.09 -0.16 0.03 0.098
H 5.029981 -2.206545 3.129082 -0.03 -0.17 -0.03 0.100
H 3.211216 -0.941566 -3.016602 0.24 0.28 -0.20 0.094
H -0.241119 -4.240877 -2.286476 0.07 0.02 0.08 0.138
H 2.873627 5.430448 0.860018 0.01 0.14 -0.14 0.122
H 1.141143 1.721847 0.533937 0.06 -0.02 0.00 0.063
H 0.628427 1.184242 2.855256 0.02 0.15 0.18 0.100
H 1.151747 3.940793 -0.069366 0.02 0.09 0.01 0.096
H 4.588230 0.184662 -0.292535 0.08 -0.11 -0.23 0.082
H 1.782763 -4.818763 1.514755 -0.13 -0.17 0.22 0.116
H -5.155947 -3.519023 2.208447 0.11 -0.01 0.08 0.123
H -3.194275 -0.189492 -4.601411 -0.45 -0.04 0.35 0.055
H -0.676286 -3.965127 -6.439730 -0.06 0.10 0.00 0.095
H -6.311626 3.158045 2.688006 -0.05 -0.21 0.07 0.121
H 3.538415 2.107243 0.097093 -0.23 -0.18 -0.20 0.085
H 2.421082 -0.227276 -0.132820 0.01 0.18 -0.79 0.037
H -3.092036 -2.419993 1.704874 0.15 -0.13 0.09 0.098
H 3.637694 -1.266769 -4.716861 0.13 -0.12 0.01 0.113
H 2.459640 -3.266880 1.481306 -0.12 0.38 0.22 0.089
H 2.378918 -3.470813 4.224010 0.17 0.40 -0.30 0.071
H 3.127425 4.466199 -3.509842 -0.01 0.05 0.04 0.099
H 3.631141 -4.313407 3.257492 0.04 0.18 0.05 0.060
H 0.975348 -0.939865 -1.013632 0.34 0.21 -0.32 0.066
H -4.171516 2.957223 -1.772262 0.25 0.05 0.19 0.093
H 4.716276 5.689591 -1.687193 0.32 -0.14 -0.16 0.103
H -1.442132 1.832247 0.191223 0.50 0.36 0.15 0.059
H -5.936413 1.514334 -0.642952 0.18 0.18 0.17 0.064
H -4.896382 1.423387 -3.798909 -0.20 0.51 0.28 0.106
H 1.452547 -0.594066 4.384117 -0.04 -0.02 0.07 0.137
H -2.834826 1.415415 -5.064166 0.25 0.24 0.17 0.079
H -3.308257 -0.602490 4.086109 -0.15 0.35 -0.07 0.080
H 0.854571 -4.893395 -4.508189 0.00 -0.02 0.21 0.103
H -2.339363 -2.830064 -2.639949 0.36 0.06 0.24 0.075
H -1.957924 0.624538 -3.727361 0.03 0.30 0.09 0.044
H -7.630196 1.411178 1.386779 -0.03 -0.12 0.24 0.110
H 4.362947 -0.004468 2.190643 0.17 -0.43 -0.18 0.089
H 2.322333 2.175768 -2.459087 -0.06 0.00 0.10 0.074
H -0.799932 3.553755 1.753879 -0.09 0.04 -0.04 0.065
H -3.674979 0.007323 2.441455 -0.18 -0.07 0.04 0.055
H 1.184413 -1.873655 -5.085400 -0.05 0.08 -0.06 0.109
H -4.178467 0.618390 -2.447399 0.16 0.32 0.42 0.079
H -3.136134 -2.895949 3.375273 -0.30 -0.03 0.18 0.095
H -6.318122 0.755168 2.335416 0.18 -0.32 -0.01 0.094
H -0.052359 5.035641 3.864503 0.21 0.26 0.01 0.093
H 5.605369 -3.841968 0.939612 0.16 0.03 0.29 0.095
H 2.711676 2.872500 2.375294 -0.23 0.01 0.05 0.074
H 2.311146 6.288424 3.178385 -0.12 -0.09 0.23 0.101
H 0.022564 -3.220327 1.232968 -0.23 -0.02 0.07 0.109
H -2.704545 -2.546391 -5.231157 -0.04 -0.01 -0.03 0.084
H 0.693491 1.483263 -1.138863 -0.41 0.23 0.13 0.065
H 1.152715 -0.909006 0.693202 -0.32 0.20 0.10 0.061
H -5.408038 -2.038911 1.428977 0.22 0.57 0.15 0.109
H -3.711862 3.589511 -3.310352 -0.41 -0.40 -0.40 0.125
H 3.878341 -0.428146 4.959348 0.14 0.09 0.01 0.111
H -0.934820 0.671477 1.389740 0.20 -0.14 0.02 0.081
H 4.821285 4.127567 0.297571 0.28 0.00 -0.08 0.139
H 0.330407 -2.359050 2.720137 0.46 0.07 0.00 0.098
H 4.069241 -3.244479 -3.100562 -0.03 0.06 0.30 0.057
H 2.970669 -3.611818 -4.385520 -0.07 -0.15 0.10 0.068
H -6.765122 0.063340 -0.308318 0.14 -0.36 0.32 0.077
H 4.833128 1.721760 3.627562 -0.11 0.34 0.20 0.104
H -5.073640 0.278658 0.289637 0.05 -0.16 -0.34 0.054

For the records above, the corresponding energy values read -6253.424308 -2319.004839 a.u..